No. 1
The ion C25H43BClFN3O8S with charge +1 in a non-equilibrium geometry, computed with ωB97M-V/def2-TZVPD.

The geometry in XYZ format:
```
83
Properties=species:S:1:pos:R:3:forces:R:3
C 1.93951 -2.26857 3.26662 0.6015 -0.2241 -1.1251
C 2.91340 -2.19832 2.27334 -0.1495 0.5334 0.4322
C 2.64251 -2.23829 0.77582 0.4001 -2.6717 0.6276
C 1.23909 -1.87674 0.46840 -1.2127 -0.2843 -0.8480
N 0.72494 -0.70616 0.56064 1.2441 1.0964 0.1124
C 1.54898 0.42741 0.99996 0.3392 0.7892 -0.1857
C 2.58661 0.89468 -0.05918 -0.1357 -0.0950 0.5518
C 2.35266 2.31101 -0.61098 0.5549 -0.0893 -0.2988
C 3.61630 3.16783 -0.45154 -0.2926 0.1446 -0.2496
C 3.61039 4.43861 -1.30449 0.7818 0.0034 -0.1289
O 3.17997 5.61890 -0.61610 -0.3584 -0.4511 0.6295
C 1.92039 5.52080 -0.08108 -1.5194 0.4381 -0.6659
C 1.78467 5.18952 1.39304 0.9825 -0.1206 -0.1979
O 0.93905 5.74118 -0.75468 0.8058 -0.3897 0.3393
C -0.75900 -0.57480 0.25280 0.1096 -1.3793 -1.1760
C -1.43270 -0.71722 1.63852 -0.2549 0.7824 0.2159
C -2.73590 0.04375 1.89867 -0.5061 0.2272 -0.0369
C -3.88414 -0.23826 0.93932 -0.2263 -1.2161 0.2547
O -5.04715 0.45870 1.33042 0.3892 0.4815 -0.0550
C -1.08188 0.59281 -0.68398 0.9541 1.2151 0.6245
C -1.18932 2.02015 -0.08173 -0.2991 0.0469 -0.2398
C -2.53792 2.69755 -0.34849 0.1593 0.0135 -0.0420
C -2.59049 3.38635 -1.73023 -0.5317 0.5549 0.2170
S -4.06628 2.77137 -2.54542 -0.6685 -1.1237 0.7535
O -5.17187 2.89167 -1.65137 -0.0460 0.8695 0.0675
O -3.81924 1.42377 -2.97071 0.6733 0.1914 -0.8038
Cl -4.44232 4.02001 -4.11092 0.4501 -0.3220 0.2364
C -0.89851 -1.85776 -0.63566 -1.9143 -1.3984 1.7838
F -0.68271 -1.65277 -1.97889 0.8641 0.5285 0.0498
B -2.29599 -2.69632 -0.59010 -1.2084 0.4298 -0.8275
N -3.20750 -2.70461 -1.74589 0.5293 0.0372 0.8866
O -2.66721 -3.37508 0.51562 0.8833 -0.2916 0.3196
C 0.10996 -2.80476 0.01038 0.6846 -0.4551 0.0902
N 0.37220 -4.06779 -0.67239 0.8914 0.9406 -0.0365
C 0.29651 -5.26360 0.18012 -1.0369 -1.6543 -0.2450
C 1.05126 -5.36652 1.48872 -0.1551 0.0736 -0.3946
O -0.42903 -6.16124 -0.18108 0.8589 1.2458 0.1794
C 1.49994 -4.09913 -1.53266 1.1797 -1.1511 0.0115
C 1.67218 -3.13119 -2.67838 -0.5917 -0.3048 -0.0573
O 2.34897 -4.95796 -1.34441 -0.8321 0.4043 -0.1264
H 1.48264 -3.23255 3.47465 -1.7127 0.5372 -1.0727
H 1.64682 -1.36067 3.78454 1.3265 -0.5864 1.8383
H 3.96458 -2.07096 2.53998 -0.2018 1.9641 -0.0940
H 2.85517 -3.25798 0.42848 -0.2181 0.1047 -0.4960
H 3.35989 -1.62033 0.24424 0.0132 0.3174 0.2014
H 0.92641 1.28209 1.24485 -0.3870 -0.2220 -0.0575
H 2.06664 0.18566 1.92503 -0.0822 -0.4183 0.0010
H 2.67779 0.14240 -0.84285 -0.1628 0.1335 -0.2103
H 3.55727 0.89013 0.43962 0.0439 -0.0150 0.0310
H 2.13833 2.27129 -1.68041 -0.1541 -0.0844 -0.0169
H 1.49910 2.79687 -0.14603 0.0043 -0.0370 0.1164
H 4.48089 2.56977 -0.74372 0.0035 -0.0252 -0.1314
H 3.79078 3.44546 0.58838 -0.0114 -0.0762 0.0796
H 3.06233 4.31091 -2.24068 -0.2749 0.0034 0.1062
H 4.63942 4.64799 -1.58538 0.0099 0.2180 0.0009
H 1.19237 4.28873 1.54271 -0.1885 0.0193 -0.2151
H 2.77709 4.99981 1.79622 -0.0809 0.2080 0.3104
H 1.29192 6.00212 1.91737 0.0316 0.1166 -0.0075
H -1.60619 -1.75356 1.92246 0.1102 -0.1556 -0.3597
H -0.71102 -0.35307 2.37460 0.0031 0.0926 0.0249
H -2.61152 1.12426 1.96328 0.2247 0.0175 -0.0973
H -3.08626 -0.24721 2.89011 0.0367 -0.0493 0.0470
H -4.11091 -1.30829 0.98503 0.1984 -0.0622 -0.0814
H -3.62390 -0.04360 -0.10507 -0.0994 0.2956 -0.0103
H -5.75325 -0.17624 1.44541 -0.2255 0.0223 -0.0284
H -0.26685 0.63464 -1.40826 -0.0472 -0.2492 -0.1387
H -1.97083 0.38409 -1.27375 -0.0862 -0.2172 0.1017
H -0.42816 2.65324 -0.53759 0.0280 -0.0116 0.0190
H -0.98923 2.06959 0.98745 -0.0451 -0.2704 0.0787
H -2.70140 3.44259 0.42623 -0.1273 0.1440 -0.0875
H -3.37846 2.01006 -0.28259 0.1090 -0.1215 0.2835
H -2.76065 4.45216 -1.59208 0.1199 0.0943 -0.2065
H -1.70622 3.23074 -2.34145 -0.1103 -0.1058 -0.2137
H -2.82368 -3.20878 -2.53653 -0.1765 0.1522 -0.2422
H -3.37412 -1.73538 -2.00492 -0.0578 -0.1300 -0.5804
H -3.40976 -3.95976 0.32093 -0.2202 0.1017 0.0088
H -0.32638 -3.12253 0.96322 -0.2286 0.2421 0.0209
H 0.53260 -4.79960 2.26193 0.0940 0.1189 0.0453
H 2.09198 -5.06539 1.39317 -0.0316 0.1643 0.0270
H 1.01563 -6.41308 1.77108 0.0043 -0.0529 0.0433
H 0.73349 -2.96582 -3.19848 -0.0494 0.2847 0.1668
H 2.11021 -2.18788 -2.35327 -0.0869 0.1109 -0.0111
H 2.33516 -3.61096 -3.38995 0.3077 0.0017 0.1640
```
Forces are in eV/Å.

The energy above the lowest of the compared OMol25 structures with the same formula, charge and spin is 0.000 eV. Its HOMO-LUMO gap is 7.44 eV. The structure (SMILES) is C=CCC1=[N+](CCCCCOC(C)=O)[C@@](CCCO)(CCCCS(=O)(=O)Cl)[C@](F)(B(N)O)[C@H]1N(C(C)=O)C(C)=O. The calculation puts the LUMO energy at -4.123 eV. The net charge is +1.

---

No. 2
A cluster of 4 separate species, C25H43BClNO11S in total in a non-equilibrium geometry, computed with ωB97M-V/def2-TZVPD.

The geometry in XYZ format:
```
83
Properties=species:S:1:pos:R:3:forces:R:3
C -1.64568 3.72614 0.98454 -0.3512 -0.1586 -0.7711
C -2.02482 2.51263 0.09418 0.1575 0.9453 0.1698
S -1.90307 0.90073 0.91706 -0.4038 -0.2003 0.0024
C -0.41334 0.00324 0.35393 0.2634 -0.1191 -0.6333
C 0.19816 0.49522 -0.93870 0.4487 -0.2447 0.7778
C -0.48483 0.62141 -2.13761 -0.9495 -0.1090 0.1151
C 0.11251 1.07325 -3.29913 -0.3554 -0.2293 0.1454
C 1.46574 1.39515 -3.32767 0.3837 -0.0189 -1.2262
B 2.17898 1.91189 -4.65705 -0.0371 0.0599 0.4892
O 2.29106 1.10770 -5.75077 0.3820 0.5577 0.2750
O 2.64393 3.21335 -4.67325 -0.5265 -0.4625 -0.1554
C 2.16129 1.24508 -2.15052 0.5125 -0.1966 0.8718
C 1.54362 0.81821 -0.96931 0.4543 -0.2039 0.1683
C 2.59838 0.75853 0.12879 -0.4679 -0.1972 -1.4011
O 2.60827 0.24197 1.20859 -0.2014 0.4963 -0.2482
N 3.71496 1.46666 -0.44111 0.8306 0.2499 1.3440
C 3.81949 2.76684 0.23066 1.4711 1.1433 -0.3840
C 5.30598 3.10270 0.64261 -0.8829 -0.8185 1.0150
O 5.69554 2.69641 1.69204 0.3150 0.5944 -0.9435
Cl 6.34920 4.07487 -0.45285 -0.6710 -0.4244 0.3040
C 3.64418 1.46523 -1.85203 -1.6459 -0.1260 -0.8858
O 4.53148 1.55902 -2.65227 -0.0887 0.3471 0.6551
H -0.71540 3.54413 1.52761 -0.2206 0.1350 0.0706
H -2.48406 3.98099 1.64073 0.4107 -0.2006 0.2590
H -1.53139 4.59058 0.31208 0.1669 -0.1134 0.2571
H -1.46627 2.59710 -0.84370 0.0123 -0.4792 0.1962
H -3.08175 2.63887 -0.17499 0.2096 -0.3035 -0.0073
H -0.72602 -1.03919 0.19546 -0.1976 0.2830 0.1348
H 0.36172 -0.02282 1.12182 -0.2779 0.1942 -0.0210
H -1.54602 0.37230 -2.13823 0.1583 0.0577 -0.0671
H -0.52018 1.14860 -4.17903 0.2646 0.0665 -0.0405
H 2.82988 1.59798 -6.38835 -0.1426 -0.2683 -0.2765
H 2.21151 3.65914 -3.93740 0.4036 0.3023 0.0178
H 3.39211 3.59201 -0.35987 0.2181 -0.2639 -0.1049
H 3.26455 2.74561 1.17195 0.2857 -0.2091 -0.0676
C -5.00524 -5.06161 2.54310 -0.0304 -0.1407 0.1409
O -3.94173 -4.92523 3.47313 -0.0366 0.1403 -0.2064
C -2.66900 -4.86442 2.84691 0.0047 0.0005 0.3430
C -2.17097 -3.43747 2.72275 0.0716 -0.0399 -0.3314
O -2.99133 -2.66458 1.85785 -0.0965 -0.0468 0.1418
C -3.92470 -1.85499 2.55731 0.0457 0.0944 -0.0463
H -5.93137 -4.80724 3.05778 0.0334 -0.0164 0.0453
H -4.88492 -4.39812 1.68484 0.0303 -0.0017 -0.0094
H -5.06763 -6.09872 2.19831 -0.0194 0.0333 -0.1112
H -2.69711 -5.35448 1.86959 -0.0450 0.0310 -0.0091
H -1.97422 -5.42355 3.48178 0.0455 0.0042 -0.0355
H -1.16903 -3.45604 2.28046 0.0247 -0.0128 0.0501
H -2.09394 -2.96449 3.70666 -0.0480 -0.0353 0.0212
H -3.42210 -0.96578 2.95065 -0.0749 0.0231 0.0592
H -4.40453 -2.39512 3.37627 0.0505 -0.0535 -0.0120
H -4.69336 -1.54128 1.85197 0.0819 0.0169 -0.0584
C 2.51706 8.09328 2.71627 -0.0164 0.1891 0.0078
O 2.72200 8.71055 1.45462 0.0130 -0.2726 0.0389
C 3.87948 8.23072 0.78552 -0.1964 0.2825 -0.1395
C 3.53279 7.19275 -0.26299 0.4580 -0.1864 0.0655
O 2.99221 6.01400 0.32049 -0.2806 0.0957 -0.0127
C 1.57508 5.97748 0.25085 0.0495 -0.1682 0.0342
H 1.48858 8.28742 3.01829 0.0148 0.0489 -0.0255
H 2.67445 7.01389 2.67411 0.0253 -0.0062 -0.0108
H 3.18979 8.53293 3.45961 0.0076 -0.0946 0.0543
H 4.60354 7.83186 1.50259 -0.0219 -0.0735 -0.0225
H 4.33891 9.08942 0.28740 0.0442 -0.0304 -0.0164
H 4.45048 6.89484 -0.77936 0.0083 0.0494 -0.0106
H 2.85006 7.60807 -1.01040 -0.0640 0.0175 0.0728
H 1.25578 5.68622 -0.75675 -0.0869 0.0482 -0.0051
H 1.12871 6.93944 0.50906 0.0260 0.0067 -0.0164
H 1.22263 5.22932 0.96107 0.0399 -0.0291 -0.0255
C -2.40069 -8.74424 0.44929 -0.0902 0.0777 0.1412
O -2.57982 -7.37062 0.13969 0.1316 -0.1352 -0.1101
C -1.38581 -6.74347 -0.30687 -0.3079 0.2059 0.0169
C -1.34036 -6.63321 -1.81829 0.3503 -0.1338 -0.0393
O -1.28317 -7.90839 -2.43911 -0.1976 0.0084 0.1247
C -2.54511 -8.35371 -2.90810 0.0695 -0.0237 -0.0810
H -3.38609 -9.20659 0.49250 -0.0109 0.0524 0.0215
H -1.80276 -9.25802 -0.30526 0.0196 0.0234 -0.0133
H -1.92209 -8.84579 1.42903 0.0474 -0.0859 -0.0262
H -0.50555 -7.27211 0.07180 0.0016 -0.0414 -0.0664
H -1.37873 -5.73422 0.11727 0.0681 0.0230 -0.0403
H -0.42776 -6.09935 -2.10078 -0.0194 0.0401 0.0128
H -2.19398 -6.05915 -2.19182 -0.0438 -0.0168 0.0701
H -2.79118 -7.85623 -3.85201 -0.0882 -0.0061 0.0097
H -3.33954 -8.16872 -2.18192 0.0173 0.0283 0.0052
H -2.47745 -9.42680 -3.08337 0.0662 0.0244 -0.0308
```
Forces are in eV/Å.

Its HOMO-LUMO gap is 8.24 eV. The structure (SMILES) is CCSCc1ccc(B(O)O)c2c1C(=O)N(CC(=O)Cl)C2=O.COCCOC.COCCOC.COCCOC. The calculation puts the LUMO energy at -0.570 eV.

---

No. 3
A structure of composition C25H43Cl2CrN6O4Si in a non-equilibrium geometry, computed with ωB97M-V/def2-TZVPD.

The geometry in XYZ format:
```
82
Properties=species:S:1:pos:R:3:forces:R:3
C 3.16247 -2.38097 -6.04773 0.0443 -0.0293 0.5322
C 2.63894 -1.63226 -7.22718 -0.1528 -0.2033 -1.2596
H 2.79671 -3.42043 -6.04189 0.0311 0.3281 0.1408
H 2.87601 -1.88649 -5.10563 0.2314 -0.4061 -0.4132
H 4.26252 -2.43983 -6.13685 -0.2978 0.0306 0.1611
C 2.78810 -2.15546 -8.46125 0.1323 0.8382 0.6606
C 3.34267 -3.51734 -8.73742 0.0409 -0.4924 -0.1401
H 2.60273 -1.50622 -9.31277 -0.1379 -0.3536 0.0117
H 2.92348 -4.28095 -8.06349 0.1244 0.2683 -0.1108
H 4.44074 -3.57979 -8.63472 -0.3011 0.1230 -0.0181
H 3.08653 -3.82794 -9.75854 0.1467 0.0536 0.1641
Cr 1.35704 0.97628 -3.32492 1.4421 -1.9752 -0.1555
Cl 2.59597 2.59168 -4.25748 0.7049 1.1033 -0.6046
C -0.18076 3.07680 -2.27550 -0.1096 -2.5517 -1.1252
O -0.28342 1.86042 -2.64470 -1.6546 3.8323 1.8054
N -1.10930 4.01279 -2.57140 -0.5110 -0.1403 -0.1026
C -2.45208 3.56159 -2.97066 0.3762 -0.1417 -0.1834
C -0.56386 5.19812 -3.23648 0.3079 0.0612 0.0747
H 0.70593 3.44272 -1.73295 -0.0616 -0.1757 -0.3532
H -2.89060 2.96944 -2.15566 0.2039 0.1160 -0.2953
H -2.43101 2.95166 -3.88939 -0.0626 0.2331 0.3564
H -3.06230 4.45413 -3.13274 0.0624 -0.1592 0.0155
H 0.26442 5.58508 -2.63454 -0.1343 0.0578 -0.1027
H -1.33683 5.96055 -3.34342 0.0692 -0.0720 0.1433
H -0.15680 4.94723 -4.23121 -0.2254 0.0584 0.2613
H -2.36137 1.90572 1.91456 0.0560 -0.0793 -0.1512
H -0.72455 1.30578 4.09334 -0.0002 -0.0689 -0.0959
C -2.38644 0.81663 1.77012 -0.0343 0.0982 0.1238
C -1.04596 0.30288 3.78982 0.1797 0.0353 0.1160
N -1.22620 0.19455 2.36316 -0.0954 -0.1244 0.0572
H -2.42100 0.57402 0.70594 0.0374 0.0360 0.1363
C -0.20766 -0.27083 1.60008 0.5532 0.0726 -1.0275
O -0.16308 -0.24989 0.37491 -0.1731 -0.0469 1.2515
H -0.25894 -0.40074 4.07728 -0.1722 0.1687 0.1619
H 0.63344 -0.66351 2.21801 -0.3761 0.0510 -0.2401
H -3.28641 0.44947 2.27929 0.0560 -0.0245 -0.1709
H -1.97584 0.06239 4.31263 0.0365 -0.1343 -0.0458
H -0.01909 -5.08201 -0.45337 -0.2098 -0.0501 -0.0902
H 0.22216 -3.42832 -3.02434 -0.2439 -0.0356 0.0178
C -1.05626 -5.04502 -0.82515 0.0838 0.1279 0.2175
C -0.77429 -3.88048 -2.97572 0.2376 0.0635 -0.1566
N -1.30593 -3.87055 -1.63172 -0.2609 0.1914 0.6347
H -1.74042 -5.04094 0.03129 0.2001 -0.1040 -0.1130
C -1.78825 -2.73210 -1.04402 -0.0580 0.6574 -0.7074
O -1.98491 -1.66472 -1.61445 0.0309 -1.3896 0.6487
H -1.43434 -3.32493 -3.63995 0.0309 -0.0134 -0.0278
H -2.01251 -2.88907 0.03933 0.0366 0.1062 -0.3892
H -1.24137 -5.94120 -1.42838 -0.0236 0.1159 0.1855
H -0.69794 -4.92146 -3.29760 -0.1536 0.0752 -0.1059
O 1.05649 -0.26135 -5.99122 -0.9727 -0.0162 -0.1264
C 2.08667 -0.22772 -6.98919 -0.0661 0.2880 0.1153
C 0.77704 -0.01645 -9.18251 -0.0198 0.3524 -0.1360
C 1.64308 0.54017 -8.23359 0.2339 -0.0829 0.2064
H 0.41904 -1.04364 -9.08030 0.1808 0.4376 0.0517
C 0.34927 0.75404 -10.26508 0.0387 -0.1922 0.2822
H 2.91033 0.34365 -6.52623 -0.2225 -0.0237 -0.0921
C 2.10658 1.85522 -8.39174 -0.3141 -0.3903 -0.4212
H -0.33231 0.31286 -10.99356 0.1232 0.1936 0.1610
C 0.78636 2.06735 -10.40438 0.1684 0.1982 -0.1788
C 1.69741 2.61155 -9.49639 -0.0100 -0.2207 0.3942
H 2.77134 2.25936 -7.62797 -0.1267 0.0191 -0.2216
H 0.41774 2.66546 -11.23954 0.1863 -0.1244 0.1798
H 2.09324 3.61980 -9.61883 -0.2447 -0.1869 -0.0351
Si -0.56550 0.22720 -5.81070 0.4408 0.0043 -1.8695
Cl 1.30551 -1.32312 -3.48179 0.2158 -0.5623 1.0718
C -1.63239 -0.32523 -7.29514 -0.0964 0.1326 0.0915
C -0.47696 2.09392 -5.95915 -0.2045 0.1421 0.1375
C -1.62423 -0.30403 -4.36797 0.0602 -0.2635 0.3420
H -1.62385 0.38825 -8.13293 0.0951 -0.2829 0.2446
H -2.65501 -0.35901 -6.89288 0.1288 -0.0802 -0.2850
H -1.37394 -1.32366 -7.67008 -0.1117 0.1497 0.0807
H -2.59508 -0.63562 -4.78517 0.4380 0.1607 0.2048
H -1.80636 0.54524 -3.68544 0.1250 -0.5339 -0.2228
H -1.19117 -1.12575 -3.78010 -0.3265 0.4880 -0.1273
H -0.35375 2.34679 -7.02321 -0.0435 0.0043 0.2789
H 0.37097 2.52610 -5.40748 -0.3468 0.0052 -0.1596
H -1.42728 2.50660 -5.58730 0.2769 0.1103 -0.2075
N 2.07907 1.10910 -1.49770 0.5250 1.0342 2.2897
C 2.31252 1.49806 -0.40653 -0.3693 -1.3712 -2.6255
N 2.78511 1.88233 0.70401 0.4294 0.6160 1.0096
C 2.19926 1.86073 1.87057 -0.8674 -0.2804 1.4358
N 1.74726 1.84173 2.95877 0.6699 0.1436 -1.5617
```
Forces are in eV/Å.

Its HOMO-LUMO gap (alpha / beta) is 6.71 / 8.19 eV. Its spin multiplicity is 5. The calculation puts the LUMO energy (alpha / beta) at 2.570 / 2.568 eV. The net charge is -1.